# 1
Here is a cluster of 8 separate species, C32H56N8 in total in a non-equilibrium geometry from OMol25. Energies are from the ωB97M-V functional and the def2-TZVPD basis.

Computed properties:
* relative energy (zero: lowest compared OMol25 entry of this formula, charge and spin): 139.6 kJ/mol
* HOMO-LUMO gap: 11.736 eV
* E_HOMO: -0.4140 Eh

Each line ends with the Löwdin charge.
CARTESIAN COORDINATES (ANGSTROEM)
1 C -13.84 0.06 10.35  -0.113
2 C -13.83 -1.34 10.94  -0.246
3 C -13.13 -2.38 9.98  -0.171
4 C -12.91 -3.75 10.41  -0.253
5 N -12.71 -4.85 10.62  0.146
6 H -14.68 0.04 9.68  0.061
7 H -12.92 0.32 9.78  0.083
8 H -14.07 0.86 11.05  0.074
9 H -14.85 -1.66 11.14  0.076
10 H -13.34 -1.38 11.92  0.111
11 H -12.09 -2.00 9.88  0.127
12 H -13.63 -2.43 9.06  0.102
13 C -23.87 -3.78 10.34  -0.102
14 C -23.07 -4.82 11.12  -0.255
15 C -22.00 -4.25 12.07  -0.185
16 C -21.19 -5.38 12.52  -0.258
17 N -20.64 -6.30 12.88  0.168
18 H -23.27 -3.04 9.80  0.077
19 H -24.41 -3.18 11.04  0.060
20 H -24.61 -4.24 9.69  0.075
21 H -22.56 -5.47 10.37  0.096
22 H -23.72 -5.51 11.66  0.117
23 H -22.49 -3.91 13.03  0.124
24 H -21.44 -3.43 11.68  0.081
25 C -21.09 -8.19 9.56  -0.090
26 C -20.05 -9.24 10.04  -0.244
27 C -20.38 -9.88 11.41  -0.190
28 C -21.56 -10.75 11.38  -0.250
29 N -22.44 -11.49 11.40  0.134
30 H -21.06 -8.09 8.48  0.068
31 H -20.85 -7.18 9.99  0.054
32 H -22.09 -8.47 9.86  0.062
33 H -19.05 -8.86 10.12  0.082
34 H -20.03 -10.06 9.33  0.096
35 H -20.58 -9.18 12.23  0.102
36 H -19.49 -10.53 11.66  0.131
37 C -17.42 -3.78 16.15  -0.102
38 C -18.24 -5.05 15.88  -0.221
39 C -19.74 -4.93 16.32  -0.178
40 C -20.42 -3.86 15.61  -0.232
41 N -21.03 -3.02 15.12  0.165
42 H -16.39 -3.96 16.00  0.056
43 H -17.43 -3.44 17.18  0.076
44 H -17.68 -2.94 15.49  0.042
45 H -17.83 -5.85 16.48  0.100
46 H -18.25 -5.36 14.84  0.084
47 H -19.77 -4.65 17.38  0.120
48 H -20.36 -5.83 16.21  0.123
49 C -16.28 -10.70 7.75  -0.133
50 C -15.46 -10.31 6.54  -0.249
51 C -14.20 -9.45 6.98  -0.165
52 C -14.70 -8.16 7.41  -0.222
53 N -15.18 -7.11 7.55  0.167
54 H -17.06 -11.37 7.38  0.073
55 H -16.74 -9.85 8.25  0.061
56 H -15.71 -11.24 8.51  0.080
57 H -16.13 -9.75 5.88  0.113
58 H -15.21 -11.29 6.17  0.099
59 H -13.48 -9.37 6.14  0.117
60 H -13.63 -10.07 7.72  0.129
61 C -17.52 -3.34 5.76  -0.089
62 C -18.60 -2.25 5.55  -0.245
63 C -19.97 -2.54 6.14  -0.209
64 C -20.98 -1.50 5.95  -0.240
65 N -21.81 -0.71 5.88  0.133
66 H -16.57 -2.92 5.41  0.072
67 H -17.67 -4.26 5.21  0.067
68 H -17.43 -3.67 6.78  0.048
69 H -18.67 -2.01 4.50  0.099
70 H -18.26 -1.29 5.99  0.115
71 H -19.87 -2.59 7.19  0.061
72 H -20.43 -3.52 5.85  0.141
73 C -16.74 -5.05 12.21  -0.094
74 C -16.46 -4.72 10.69  -0.234
75 C -17.34 -5.48 9.71  -0.170
76 C -18.70 -4.77 9.47  -0.152
77 N -19.65 -4.20 9.19  0.149
78 H -16.69 -6.10 12.35  0.060
79 H -17.68 -4.66 12.58  0.029
80 H -16.12 -4.41 12.86  0.054
81 H -15.43 -5.08 10.37  0.098
82 H -16.54 -3.63 10.52  0.093
83 H -17.49 -6.48 10.03  0.089
84 H -16.82 -5.56 8.77  0.062
85 C -18.91 -1.14 10.14  -0.099
86 C -19.55 -0.54 11.38  -0.238
87 C -19.35 -1.39 12.64  -0.182
88 C -17.94 -1.74 12.96  -0.214
89 N -16.89 -2.04 13.26  0.171
90 H -19.22 -2.13 9.88  0.013
91 H -17.82 -1.21 10.22  0.065
92 H -19.05 -0.37 9.40  0.070
93 H -20.64 -0.36 11.32  0.119
94 H -19.12 0.44 11.55  0.101
95 H -19.95 -2.30 12.67  0.073
96 H -19.65 -0.83 13.59  0.133

# 2
Here is a cluster of 2 separate species, C2H2FNO in total in a non-equilibrium geometry from OMol25. Energies are from the ωB97M-V functional and the def2-TZVPD basis.

Computed properties:
* relative energy (zero: lowest compared OMol25 entry of this formula, charge and spin): 40.7 kJ/mol
* HOMO-LUMO gap: 12.711 eV
* E_HOMO: -0.4315 Eh

Each line ends with the natural charge from an NBO analysis.
CARTESIAN COORDINATES (ANGSTROEM)
1 O -0.80 -0.19 -0.97  -0.533
2 C 0.21 -0.82 -0.85  0.734
3 F 0.46 -1.83 -1.70  -0.332
4 H 0.93 -0.61 -0.16  0.137
5 C -0.37 1.17 1.23  0.120
6 N 0.13 0.27 1.76  -0.352
7 H -0.57 2.02 0.68  0.227

# 3
Here is a cluster of 8 separate species, C35H88F6N6O11S2 in total in a non-equilibrium geometry from OMol25. Energies are from the ωB97M-V functional and the def2-TZVPD basis.

Computed properties:
* HOMO-LUMO gap: 7.481 eV
* E_HOMO: -0.5527 Eh
* charge: +4

Each line ends with the Löwdin charge.
CARTESIAN COORDINATES (ANGSTROEM)
1 C 12.21 -12.84 -22.14  -0.009
2 C 12.64 -12.21 -20.80  -0.309
3 C 11.65 -12.45 -19.68  -0.185
4 O 12.16 -11.88 -18.48  -0.190
5 C 12.08 -12.69 -17.31  -0.076
6 N 14.04 -12.72 -20.45  0.247
7 H 13.99 -13.66 -20.09  0.175
8 H 14.62 -12.51 -21.26  0.180
9 H 14.31 -12.12 -19.66  0.171
10 H 12.84 -12.51 -22.96  0.099
11 H 11.16 -12.54 -22.20  0.098
12 H 12.29 -13.92 -22.03  0.095
13 H 12.72 -11.13 -20.90  0.163
14 H 11.38 -13.50 -19.51  0.137
15 H 10.77 -11.82 -19.87  0.144
16 H 12.31 -12.10 -16.43  0.088
17 H 12.79 -13.52 -17.33  0.090
18 H 11.08 -13.12 -17.15  0.080
19 C 14.30 -12.65 -12.50  -0.037
20 C 14.30 -13.67 -11.40  -0.286
21 C 15.66 -13.79 -10.68  -0.212
22 O 15.97 -12.65 -9.93  -0.184
23 C 17.18 -12.77 -9.19  -0.064
24 N 13.32 -13.19 -10.36  0.207
25 H 13.44 -13.62 -9.44  0.167
26 H 13.38 -12.16 -10.23  0.078
27 H 12.34 -13.32 -10.65  0.102
28 H 14.86 -11.76 -12.20  0.097
29 H 13.46 -12.23 -13.06  0.070
30 H 15.04 -13.03 -13.21  0.092
31 H 14.18 -14.71 -11.72  0.149
32 H 16.45 -13.88 -11.45  0.140
33 H 15.67 -14.71 -10.08  0.132
34 H 17.98 -12.64 -9.92  0.100
35 H 17.27 -13.72 -8.65  0.094
36 H 17.19 -11.99 -8.43  0.099
37 C 3.97 -7.06 -14.10  -0.024
38 C 4.93 -6.60 -13.02  -0.259
39 C 5.94 -7.67 -12.61  -0.180
40 O 6.80 -7.93 -13.70  -0.220
41 C 8.17 -8.13 -13.40  -0.070
42 N 5.73 -5.42 -13.64  0.225
43 H 5.11 -4.62 -13.78  0.181
44 H 6.51 -5.19 -13.02  0.175
45 H 6.17 -5.65 -14.54  0.167
46 H 3.14 -6.39 -14.32  0.102
47 H 3.43 -7.98 -13.86  0.093
48 H 4.60 -7.21 -14.98  0.089
49 H 4.50 -6.03 -12.20  0.163
50 H 5.29 -8.54 -12.44  0.118
51 H 6.49 -7.48 -11.69  0.145
52 H 8.41 -8.95 -12.73  0.074
53 H 8.61 -7.18 -13.09  0.097
54 H 8.73 -8.27 -14.33  0.107
55 C 10.34 -17.73 -14.35  0.005
56 N 9.20 -17.87 -15.31  -0.328
57 C 8.78 -16.50 -15.75  -0.020
58 C 9.66 -18.62 -16.55  0.026
59 C 8.01 -18.48 -14.59  -0.086
60 C 8.06 -19.93 -14.12  -0.179
61 O 8.71 -20.69 -15.13  -0.078
62 H 10.75 -18.69 -14.02  0.117
63 H 10.11 -17.24 -13.40  0.105
64 H 11.13 -17.25 -14.92  0.110
65 H 8.30 -15.94 -14.95  0.096
66 H 8.16 -16.56 -16.64  0.110
67 H 9.67 -15.93 -15.98  0.092
68 H 10.12 -19.52 -16.18  0.098
69 H 10.18 -17.95 -17.23  0.108
70 H 8.77 -18.89 -17.14  0.115
71 H 7.08 -18.30 -15.14  0.140
72 H 7.98 -17.77 -13.76  0.130
73 H 7.04 -20.30 -13.96  0.133
74 H 8.63 -20.06 -13.20  0.126
75 H 8.78 -21.62 -14.88  0.119
76 C 8.91 -14.16 -8.99  -0.006
77 N 8.23 -12.84 -8.85  -0.341
78 C 7.88 -12.79 -7.40  0.013
79 C 9.19 -11.71 -9.20  0.020
80 C 7.03 -12.82 -9.74  -0.082
81 C 6.43 -11.41 -9.74  -0.202
82 O 5.17 -11.34 -10.42  -0.044
83 H 9.19 -14.29 -10.04  0.073
84 H 8.18 -14.97 -8.91  0.119
85 H 9.78 -14.41 -8.39  0.121
86 H 7.52 -11.79 -7.15  0.107
87 H 8.75 -12.93 -6.76  0.120
88 H 7.14 -13.56 -7.17  0.122
89 H 10.10 -11.93 -8.64  0.119
90 H 8.99 -10.74 -8.74  0.116
91 H 9.41 -11.85 -10.25  0.087
92 H 6.36 -13.61 -9.41  0.148
93 H 7.34 -13.12 -10.75  0.116
94 H 7.16 -10.71 -10.15  0.114
95 H 6.16 -11.11 -8.73  0.126
96 H 5.17 -10.51 -10.88  0.064
97 C 0.20 -12.39 -17.91  -0.082
98 C 1.48 -12.94 -18.53  -0.246
99 C 2.66 -13.17 -17.58  -0.193
100 C 3.25 -11.88 -16.99  -0.101
101 N 4.61 -12.01 -16.28  -0.210
102 C 5.06 -10.68 -15.75  -0.109
103 C 6.09 -11.01 -14.69  -0.139
104 C 5.50 -12.23 -13.98  -0.105
105 C 4.41 -12.76 -14.92  -0.045
106 C 5.63 -12.71 -17.13  -0.131
107 C 6.02 -11.97 -18.40  -0.221
108 C 6.75 -12.91 -19.39  -0.071
109 H -0.01 -13.14 -17.14  0.085
110 H -0.57 -12.40 -18.68  0.087
111 H 0.29 -11.40 -17.47  0.073
112 H 1.89 -12.22 -19.25  0.114
113 H 1.38 -13.91 -19.00  0.121
114 H 3.41 -13.61 -18.25  0.101
115 H 2.49 -13.93 -16.81  0.125
116 H 2.48 -11.63 -16.26  0.130
117 H 3.48 -11.05 -17.66  0.134
118 H 5.38 -9.99 -16.53  0.139
119 H 4.12 -10.28 -15.37  0.133
120 H 7.09 -11.16 -15.10  0.101
121 H 6.19 -10.11 -14.08  0.094
122 H 6.35 -12.90 -13.83  0.103
123 H 5.02 -11.89 -13.07  0.106
124 H 4.39 -13.82 -15.13  0.135
125 H 3.43 -12.44 -14.58  0.133
126 H 5.28 -13.72 -17.33  0.124
127 H 6.56 -12.87 -16.59  0.134
128 H 6.55 -11.02 -18.34  0.115
129 H 5.12 -11.68 -18.96  0.110
130 H 7.77 -13.18 -19.09  0.066
131 H 6.79 -12.39 -20.34  0.086
132 H 6.07 -13.76 -19.41  0.079
133 C 9.92 -12.17 -13.85  -0.656
134 F 9.21 -12.35 -14.98  0.098
135 F 11.18 -11.83 -14.11  0.145
136 F 9.33 -11.26 -13.09  0.128
137 S 9.93 -13.81 -12.96  0.483
138 O 8.51 -14.05 -12.68  -0.344
139 O 10.51 -14.76 -13.89  -0.318
140 O 10.74 -13.59 -11.78  -0.323
141 C 11.08 -8.81 -10.71  -0.650
142 F 10.33 -9.85 -11.16  0.049
143 F 10.91 -7.78 -11.53  0.128
144 F 10.71 -8.51 -9.48  0.153
145 S 12.91 -9.28 -10.85  0.497
146 O 13.21 -9.31 -12.28  -0.318
147 O 13.56 -8.14 -10.23  -0.286
148 O 13.04 -10.54 -10.14  -0.339

# 4
Here is a structure of composition C15H13Cl2NO5RhS from OMol25. Energies are from the ωB97M-V functional and the def2-TZVPD basis.

Computed properties:
* HOMO-LUMO gap: 6.977 eV
* E_HOMO: -0.4229 Eh
* charge: +1

Each line ends with the natural charge from an NBO analysis.
CARTESIAN COORDINATES (ANGSTROEM)
1 Rh -0.03 -0.22 -0.13  1.303
2 O 0.13 -2.19 3.31  -0.548
3 C 0.27 -1.53 2.31  0.739
4 O -0.65 -1.29 1.41  -0.668
5 C 1.60 -0.88 2.00  0.110
6 C 2.72 -0.98 2.79  -0.184
7 C 3.87 -0.32 2.40  -0.117
8 C 3.87 0.43 1.23  -0.222
9 C 2.72 0.50 0.47  0.050
10 N 1.63 -0.15 0.87  -0.300
11 H 2.65 -1.58 3.69  0.272
12 H 4.77 -0.39 3.00  0.246
13 H 4.76 0.96 0.91  0.250
14 H 2.64 1.08 -0.44  0.244
15 Cl 1.36 -0.85 -7.21  0.051
16 C 1.08 -0.39 -5.57  -0.087
17 C 0.99 0.98 -5.26  -0.148
18 C 0.77 1.39 -3.97  -0.138
19 Cl 0.66 3.07 -3.61  0.048
20 C 0.62 0.46 -2.91  0.460
21 O 0.40 0.93 -1.71  -0.734
22 C 0.72 -0.91 -3.25  -0.314
23 C 0.69 -1.96 -2.29  0.435
24 O 0.58 -1.88 -1.04  -0.563
25 C 0.95 -1.32 -4.59  -0.137
26 H 1.10 1.72 -6.04  0.257
27 H 0.80 -2.98 -2.67  0.185
28 H 1.02 -2.37 -4.82  0.239
29 C -2.55 3.12 1.36  -0.802
30 S -1.69 2.29 0.05  1.266
31 C -2.95 1.10 -0.43  -0.811
32 O -0.67 1.44 0.86  -0.915
33 H -2.96 2.39 2.05  0.255
34 H -3.33 3.74 0.91  0.257
35 H -1.82 3.76 1.85  0.268
36 H -3.63 1.59 -1.12  0.268
37 H -3.46 0.71 0.44  0.261
38 H -2.47 0.29 -0.98  0.224

# 5
Here is a cluster of 2 separate species, C7H5Cl2NO2S in total in a non-equilibrium geometry from OMol25. Energies are from the ωB97M-V functional and the def2-TZVPD basis.

Computed properties:
* relative energy (zero: lowest compared OMol25 entry of this formula, charge and spin): 223.5 kJ/mol
* HOMO-LUMO gap (alpha / beta): 7.567 / 7.566 eV
* E_HOMO (alpha / beta): -0.3407 / -0.3407 Eh

Each line ends with the natural charge from an NBO analysis.
CARTESIAN COORDINATES (ANGSTROEM)
1 C 1.10 -0.71 1.62  -0.219
2 C -0.08 -1.08 0.81  -0.259
3 C -1.09 1.81 -1.57  0.415
4 C -0.42 0.74 -1.75  -0.669
5 C 0.23 -2.15 -0.10  0.536
6 C 1.57 0.53 1.78  -0.359
7 C -1.29 -0.47 0.84  -0.133
8 N -2.02 2.41 -1.10  -0.610
9 O 1.23 -2.87 -0.11  -0.492
10 O 1.88 0.52 -2.89  -0.846
11 S 0.67 -0.18 -2.48  1.283
12 Cl -1.03 -2.31 -1.35  -0.068
13 Cl -1.64 0.91 1.64  0.123
14 H 1.69 -1.52 2.07  0.230
15 H 2.55 0.74 2.32  0.221
16 H 1.03 1.29 1.25  0.193
17 H -2.02 -1.05 0.32  0.239
18 H -2.37 3.39 -1.31  0.416

# 6
Here is an isolated molecule of C6H9N3O in a non-equilibrium geometry from OMol25. Energies are from the ωB97M-V functional and the def2-TZVPD basis.

Computed properties:
* relative energy (zero: lowest compared OMol25 entry of this formula, charge and spin): 543.8 kJ/mol
* HOMO-LUMO gap: 8.464 eV
* E_HOMO: -0.2765 Eh

Each line ends with the natural charge from an NBO analysis.
CARTESIAN COORDINATES (ANGSTROEM)
1 C 2.17 -2.05 1.00  -0.388
2 N 1.22 -1.11 0.57  -0.261
3 C 0.18 -0.66 1.40  0.014
4 C -0.71 0.26 0.84  -0.276
5 C -0.64 0.70 -0.57  -0.035
6 C 0.28 -0.23 -1.31  0.059
7 N 1.13 -1.00 -0.79  -0.220
8 C -0.69 2.15 -1.04  -0.304
9 N -1.80 1.16 -1.19  -0.133
10 O -2.88 1.33 -0.26  -0.587
11 H 3.11 -1.74 1.26  0.189
12 H 1.72 -2.51 1.88  0.189
13 H 2.43 -2.80 0.16  0.218
14 H 0.16 -1.01 2.34  0.199
15 H -1.61 0.53 1.31  0.234
16 H 0.47 -0.05 -2.38  0.194
17 H -0.35 2.43 -1.99  0.204
18 H -0.61 2.99 -0.26  0.219
19 H -3.56 1.62 -0.97  0.485